{"formula": "C38H40MoN3O3", "method": "the ωB97M-V functional and the def2-TZVPD basis", "orbital_gap_ev": 6.790, "fmax_ev_per_a": 1.850, "homo_energy_ev": -10.74, "charge": 1, "de_lowest_ev": 0.805, "species": ["Mo", "O", "C", "O", "C", "C", "C", "C", "C", "N", "H", "H", "H", "H", "N", "C", "C", "C", "C", "C", "C", "C", "C", "C", "C", "C", "C", "H", "H", "H", "H", "H", "H", "H", "H", "H", "H", "C", "C", "C", "C", "C", "C", "C", "C", "C", "C", "C", "C", "O", "H", "H", "H", "H", "H", "H", "H", "H", "H", "H", "H", "H", "H", "H", "H", "H", "H", "C", "C", "C", "C", "C", "C", "C", "C", "N", "H", "H", "H", "H", "H", "H", "H", "H", "H"], "positions_angstrom": [[0.295885, -0.142531, 0.333192], [2.450108, 0.039357, 3.770332], [2.160613, -0.006188, 2.621836], [0.903858, 0.028652, 2.135771], [3.158537, -0.103402, 1.510290], [4.507581, -0.063578, 1.766931], [5.383826, -0.175463, 0.699200], [4.858090, -0.306584, -0.575713], [3.491434, -0.318967, -0.740972], [2.640089, -0.226604, 0.281992], [4.831036, 0.049265, 2.794385], [6.455857, -0.159331, 0.858576], [5.496927, -0.397192, -1.443452], [3.084745, -0.396962, -1.739307], [0.567738, -0.370371, -1.907972], [0.781949, 0.649940, -2.929673], [0.356603, 0.326522, -4.210208], [0.508438, 1.217625, -5.252688], [1.098248, 2.448547, -4.996464], [1.506648, 2.764464, -3.711194], [1.370171, 1.874777, -2.636556], [1.646260, 2.360501, -1.246948], [2.499571, 3.445959, -1.050311], [2.524709, 4.131757, 0.158766], [1.648698, 3.765973, 1.171543], [0.873727, 2.624840, 1.010464], [0.905599, 1.859817, -0.166517], [-0.194556, -0.956742, -2.220532], [1.363349, -0.994796, -1.904704], [-0.109124, -0.640692, -4.390330], [0.160382, 0.959356, -6.246910], [1.207506, 3.178737, -5.790623], [1.909033, 3.752742, -3.524479], [3.162709, 3.761418, -1.848862], [3.198833, 4.970190, 0.293780], [1.592152, 4.339035, 2.092698], [0.222473, 2.348887, 1.825794], [-4.129709, 1.013339, -1.183095], [-3.325190, 2.277566, -0.834182], [-2.175670, 2.441354, -1.821049], [-2.972646, 2.229262, 0.659810], [-3.548279, 3.196921, 1.478470], [-3.561154, 3.074145, 2.859325], [-3.173807, 1.869693, 3.421858], [-2.594826, 0.863136, 2.658385], [-2.540058, -0.556078, 3.247905], [-3.386648, -1.495573, 2.365964], [-1.169975, -1.191556, 3.506653], [-2.340557, 1.163164, 1.317971], [-1.415737, 0.299530, 0.678281], [-4.512759, 1.072377, -2.206923], [-4.977337, 0.882658, -0.506167], [-3.495879, 0.123591, -1.106574], [-3.982755, 3.138838, -0.952040], [-1.623403, 1.513296, -1.905491], [-1.488558, 3.228433, -1.516520], [-2.564743, 2.687004, -2.816145], [-4.011343, 4.058946, 1.004299], [-3.960313, 3.870856, 3.478681], [-3.349846, 1.681710, 4.477318], [-3.039827, -0.474028, 4.212157], [-2.864638, -1.715277, 1.430289], [-4.355088, -1.051363, 2.127286], [-3.563130, -2.444631, 2.882648], [-0.723878, -1.566808, 2.587403], [-1.298555, -2.047647, 4.175856], [-0.477170, -0.497395, 3.979831], [-1.461987, -3.113725, -1.741728], [-0.455438, -3.909973, -0.944102], [-0.390398, -5.289630, -1.071846], [0.526200, -6.030743, -0.345445], [1.401638, -5.384613, 0.518212], [1.370263, -4.008047, 0.680971], [2.313388, -3.326303, 1.634100], [0.419943, -3.272621, -0.052114], [0.276058, -1.887867, 0.161922], [-2.321777, -3.729161, -2.002712], [-1.027736, -2.761315, -2.686011], [-1.825675, -2.253942, -1.180639], [-1.075068, -5.787031, -1.752622], [0.556062, -7.109301, -0.443854], [2.126703, -5.960033, 1.085867], [2.906576, -4.061195, 2.176318], [1.764815, -2.731284, 2.367519], [3.000237, -2.667641, 1.102862]], "forces_ev_per_a": [[0.8940, -0.9515, -1.3106], [0.0143, 0.0453, 0.5977], [-0.6323, 0.0494, -0.8995], [0.8880, 0.2151, 0.4060], [-0.2572, 0.0581, -0.2123], [0.2679, -0.0045, 0.0912], [0.0899, 0.0194, 0.0822], [0.3137, -0.0257, 0.0191], [-0.2958, -0.0578, -0.0783], [-0.0914, -0.0245, 0.2060], [0.0189, -0.0260, -0.0806], [-0.0888, 0.0080, -0.0211], [-0.0092, 0.0152, 0.0259], [0.0169, 0.0713, -0.0230], [0.1172, 0.6315, 0.3146], [-0.0809, -0.0346, 0.0288], [-0.0830, -0.1981, -0.0638], [0.0164, 0.0824, -0.1254], [0.0001, 0.0216, 0.0621], [0.1152, 0.0572, -0.0974], [0.0237, 0.1979, 0.2496], [-0.2062, -0.0781, -0.2975], [0.1015, 0.0960, 0.0408], [-0.0016, -0.0437, -0.0577], [0.0769, 0.0260, -0.0300], [0.0582, 0.2705, -0.2374], [0.0586, 0.4342, 0.2141], [-0.3307, -0.1999, 0.0560], [0.1461, -0.3230, -0.0018], [0.0562, 0.0950, 0.0230], [0.0505, 0.0365, 0.1109], [0.0148, -0.0720, 0.0784], [-0.0609, -0.0782, -0.0051], [-0.1013, 0.0501, 0.0361], [-0.0475, -0.0617, -0.0389], [0.0133, -0.0753, -0.1263], [-0.0515, -0.1397, 0.1761], [-0.0742, 0.1350, -0.0132], [0.2933, -0.4135, 0.1561], [-0.0789, 0.2251, 0.0074], [0.1049, -0.0794, -0.4150], [0.0221, 0.1091, 0.0843], [-0.1102, 0.0324, -0.0207], [-0.0507, 0.1052, 0.1979], [-0.0323, -0.3725, 0.2007], [0.2245, -0.0149, -0.4147], [0.0190, 0.0328, 0.1790], [-0.2455, -0.0583, 0.2968], [0.4138, -0.2146, -0.0210], [-1.5587, 0.3258, -0.1202], [0.0579, -0.0126, 0.1036], [0.0532, 0.0038, -0.0598], [-0.0300, 0.0400, 0.0011], [-0.0318, 0.0385, 0.0755], [0.2643, -0.2150, -0.0356], [0.0803, 0.0422, -0.0081], [0.0477, -0.0626, 0.1512], [0.0518, -0.1247, 0.0773], [-0.0101, -0.1282, -0.0795], [0.0317, 0.0259, -0.1058], [-0.0443, 0.0830, 0.0625], [-0.0319, 0.0212, 0.0159], [0.0287, -0.0358, 0.0131], [0.0558, 0.1122, -0.0643], [-0.0641, -0.0436, 0.0920], [-0.0410, 0.0470, -0.0581], [-0.0602, -0.0681, 0.0075], [0.1222, -0.1644, 0.0278], [-0.1866, 0.2175, -0.0868], [-0.0632, -0.1040, -0.0966], [0.0570, 0.0444, 0.0373], [0.0049, -0.0683, -0.0225], [0.0280, 0.2194, 0.0668], [-0.1001, -0.0895, 0.0006], [0.0011, 0.4906, -0.5593], [-0.0789, -0.3752, 1.1501], [0.0287, 0.0142, -0.0183], [-0.0490, -0.0567, 0.0201], [-0.0566, 0.0668, 0.0507], [0.0547, 0.0417, 0.0859], [0.0151, 0.0764, -0.0110], [-0.0888, 0.0532, -0.0409], [-0.0198, 0.0146, -0.0152], [0.0015, 0.0248, -0.0012], [0.0310, -0.0278, -0.0053]], "mulliken_charge": [-0.88, -0.58, -0.05, -0.10, 0.24, -0.79, -0.77, -1.03, -0.42, 1.69, 0.59, 0.47, 0.53, 0.40, 0.57, 0.22, -0.49, -0.83, -0.88, -1.60, 0.87, 1.49, -0.93, -1.27, -0.81, -1.11, 2.26, 0.01, 0.41, 0.49, 0.44, 0.43, 0.47, 0.60, 0.40, 0.50, 0.48, -1.35, 0.31, -1.06, -0.06, -0.88, -1.49, -0.77, -0.17, 0.15, -1.36, -1.20, 1.24, 0.74, 0.44, 0.38, 0.02, 0.76, -0.25, 0.30, 0.59, 0.45, 0.41, 0.46, 0.81, 0.05, 0.38, 0.45, -0.09, 0.59, 0.32, -1.43, 1.02, -0.78, -0.93, -0.97, 0.52, -0.69, 0.10, 0.04, 0.54, 0.34, 0.06, 0.48, 0.40, 0.44, 0.53, 0.03, 0.11]}